Entry from the OMol25 dataset: an isolated molecule of C10H13NO (ωB97M-V with the def2-TZVPD basis set).

```
25
Properties=species:S:1:pos:R:3:forces:R:3:lowdin_charge:R:1
N -3.044 1.414 0.079 -4.4 4.6 1.8 0.018
C -1.943 0.640 0.083 3.4 -0.4 -1.9 -0.314
C -0.663 1.321 -0.155 -1.8 2.1 -0.9 0.004
C 0.596 0.709 -0.325 -0.6 1.8 1.1 -0.260
C 0.641 -0.649 -0.244 -2.5 -1.3 -0.1 -0.260
C -0.618 -1.268 -0.031 1.7 -5.3 0.6 -0.016
C -1.888 -0.802 0.005 -1.6 4.7 0.8 -0.302
O -3.159 -1.400 0.156 4.5 -4.8 1.9 -0.032
C 1.896 -1.380 -0.526 1.3 0.3 -4.7 -0.217
C 2.963 -0.883 0.369 4.7 -1.2 1.5 -0.253
C 3.083 0.700 0.635 -1.6 2.7 -2.8 -0.132
C 1.886 1.482 -0.269 2.4 1.9 -0.7 -0.162
H -2.797 2.530 0.363 -1.2 -4.4 -1.1 0.174
H -4.174 1.158 0.276 4.9 0.4 -0.6 0.191
H -0.763 2.494 -0.478 0.3 -2.9 1.3 0.153
H -0.488 -2.419 0.239 -0.5 2.0 -1.0 0.150
H -2.717 -2.357 0.573 -2.8 3.4 -1.7 0.209
H 2.283 -0.821 -1.539 -1.2 -2.0 1.4 0.158
H 1.872 -2.589 -0.732 -0.1 3.3 0.8 0.173
H 4.082 -1.445 0.099 -3.1 1.8 0.7 0.166
H 2.643 -1.365 1.289 0.7 0.4 0.9 0.085
H 3.891 1.584 0.325 -0.8 -3.5 0.8 0.143
H 2.864 0.908 1.679 -0.1 -0.1 0.0 0.071
H 2.364 1.858 -1.326 -1.1 -1.7 2.1 0.141
H 1.814 2.543 0.184 -0.5 -1.8 -0.3 0.111
```
Forces are in eV/Å.

Computed properties:
SMILES ... Nc1cc2c(cc1O)CCCC2
Electronic energy ... -518.64200 Ha
Lowest unoccupied orbital energy ... 0.7 eV
Strongest force on any atom ... 6.84 eV/A
Energy above the lowest of the compared OMol25 structures with the same formula, charge and spin ... 5.467 eV


Entry from the OMol25 dataset: an isolated molecule of C10H13NO2 (ωB97M-V with the def2-TZVPD basis set).

```
26
Properties=species:S:1:pos:R:3:forces:R:3:lowdin_charge:R:1
C 2.334 0.305 1.949 1.9 1.7 0.0 -0.063
C 1.444 0.168 0.796 -2.1 -1.9 -1.0 -0.256
C 0.272 0.778 0.613 0.3 0.7 1.5 -0.001
C -0.681 0.454 -0.454 -2.0 -0.4 0.1 -0.436
C -0.301 1.148 -1.754 0.7 -1.0 -1.2 -0.008
N -2.114 0.854 -0.119 2.2 2.5 -0.7 0.153
C -3.078 0.171 0.471 -2.0 -0.3 2.1 -0.470
O -4.144 0.703 0.844 1.6 -1.0 -0.7 0.020
C -2.811 -1.319 0.670 0.6 1.2 1.0 -0.102
O -1.446 -1.649 0.571 1.1 0.1 -1.5 -0.074
C -0.755 -1.064 -0.570 -3.3 -0.2 -1.3 -0.281
C 0.582 -1.632 -0.669 -0.7 -2.6 -2.9 -0.047
C 1.594 -1.067 -0.072 0.7 1.5 1.0 -0.029
H 3.398 0.179 1.549 -1.1 0.8 0.8 0.106
H 2.264 -0.507 2.628 -0.5 -0.9 0.6 0.067
H 2.130 1.261 2.541 0.7 -1.2 -1.0 0.111
H -0.160 1.451 1.331 0.5 0.7 0.4 0.126
H -1.087 0.824 -2.443 0.4 -0.1 -0.5 0.083
H 0.743 0.769 -2.083 -1.8 0.8 0.4 0.127
H -0.367 2.248 -1.790 0.3 -0.4 0.7 0.091
H -2.301 1.876 -0.093 0.2 -1.0 -0.2 0.173
H -2.923 -1.675 1.685 -1.2 0.5 0.3 0.140
H -3.571 -1.736 0.036 0.1 -1.2 -0.8 0.127
H -1.463 -1.328 -1.465 1.6 0.5 1.0 0.189
H 0.633 -2.508 -1.446 0.4 1.5 2.0 0.159
H 2.535 -1.525 -0.140 1.4 -0.4 -0.1 0.095
```
Forces are in eV/Å.

Computed properties:
SMILES ... CC1=C[C@]2(C)NC(=O)CO[C@@H]2C=C1
Electronic energy ... -594.01565 Ha
Lowest unoccupied orbital energy ... 0.5 eV
Strongest force on any atom ... 3.93 eV/A
Energy above the lowest of the compared OMol25 structures with the same formula, charge and spin ... 2.710 eV


Entry from the OMol25 dataset: a 2-piece molecular cluster, C10H13NO3 overall (ωB97M-V with the def2-TZVPD basis set).

```
27
Properties=species:S:1:pos:R:3:forces:R:3:lowdin_charge:R:1
C -1.660 1.106 -2.985 0.0 -0.6 2.0 -0.069
C -2.566 0.838 -1.925 -1.5 -0.8 -0.5 -0.082
C -0.304 1.206 -2.636 -2.2 -1.2 2.0 -0.065
C -2.158 0.554 -0.621 0.8 1.7 1.3 -0.026
C 0.109 1.026 -1.290 -0.3 1.2 -0.4 -0.032
C -0.814 0.789 -0.273 -0.3 -1.6 -0.5 -0.127
C 2.376 -0.918 0.365 0.9 0.2 2.7 -0.159
C 0.717 -2.743 -0.086 -1.3 -0.2 -1.1 -0.072
C 0.667 1.481 2.976 0.5 -3.1 1.0 -0.054
C -0.532 0.513 1.212 -0.3 0.6 -1.2 -0.487
N 1.744 -1.750 -0.383 -0.3 -0.3 -3.1 -0.115
O 2.183 -1.339 1.689 -1.7 -2.0 -3.2 -0.030
O -1.178 -0.233 1.903 0.2 0.1 0.0 0.110
O 0.423 1.318 1.628 1.1 1.2 -1.7 -0.028
H -2.027 1.113 -4.007 0.2 0.3 0.2 0.100
H -3.660 0.714 -2.154 1.2 0.3 0.1 0.112
H 0.383 1.185 -3.399 1.8 0.6 -1.5 0.070
H -2.701 0.455 0.363 -0.6 -0.4 -2.0 0.135
H 1.133 1.250 -1.047 0.4 -0.4 0.1 0.098
H 0.211 -2.997 -1.149 0.8 0.6 2.7 0.128
H 1.155 -3.694 0.308 -0.5 0.9 -0.1 0.085
H 0.017 -2.204 0.640 0.6 -1.4 -1.0 0.090
H 0.866 0.439 3.384 0.0 1.6 0.2 0.125
H -0.169 1.904 3.389 -2.7 0.3 1.4 0.068
H 1.352 2.241 3.243 1.7 0.3 -0.7 0.089
H 1.861 -1.515 -1.385 -0.2 -0.4 1.1 0.124
H 2.573 -0.739 2.241 1.7 2.5 2.0 0.012
```
Forces are in eV/Å.

Computed properties:
Electronic energy ... -669.22208 Ha
Lowest unoccupied orbital energy ... 0.7 eV
Strongest force on any atom ... 4.15 eV/A
Energy above the lowest of the compared OMol25 structures with the same formula, charge and spin ... 3.590 eV


Entry from the OMol25 dataset: an isolated molecule of C10H13NO3 (ωB97M-V with the def2-TZVPD basis set).

```
27
Properties=species:S:1:pos:R:3:forces:R:3:lowdin_charge:R:1
C -0.228 3.376 -0.443 0.9 0.2 -1.6 -0.058
O 0.031 2.007 -0.328 0.2 -1.1 0.3 -0.049
C 1.214 1.682 0.274 -0.5 2.0 -1.2 -0.420
O 1.915 2.542 0.773 -0.3 -1.1 -0.1 0.105
C 1.543 0.270 0.056 0.5 -0.1 1.5 -0.071
C 2.885 -0.073 0.411 -1.2 -1.7 -1.1 0.006
C 3.258 -1.416 0.323 2.4 0.9 0.8 -0.093
C 2.410 -2.470 -0.015 1.8 1.8 -0.7 -0.093
C 1.140 -2.090 -0.255 -2.0 0.9 0.7 -0.039
C 0.614 -0.725 -0.236 0.6 -2.5 -0.5 -0.148
N -0.745 -0.665 -0.677 1.5 1.6 0.2 0.016
C -1.796 -0.381 0.261 0.5 0.5 1.4 -0.221
C -3.168 -0.780 -0.170 1.4 1.3 -1.3 -0.302
O -3.865 -0.564 1.000 -1.7 -0.5 0.6 -0.049
H -0.011 3.865 0.448 -0.2 1.0 1.7 0.073
H -1.169 3.565 -0.898 -1.3 -0.3 0.4 0.088
H 0.429 3.806 -1.184 0.8 0.1 -0.2 0.096
H 3.615 0.707 0.572 -0.2 0.0 0.3 0.117
H 4.315 -1.632 0.591 -0.7 0.1 -0.4 0.110
H 2.857 -3.407 -0.335 -0.5 -0.3 0.8 0.115
H 0.463 -2.911 -0.147 -1.0 -0.2 -1.0 0.104
H -0.860 -1.485 -1.220 -0.8 -0.7 -0.3 0.098
H -1.591 -0.907 1.216 -0.2 0.2 -0.3 0.134
H -1.985 0.694 0.555 1.1 -0.8 -0.6 0.137
H -3.212 -1.807 -0.512 -0.2 -0.3 -0.3 0.121
H -3.458 -0.037 -0.955 -0.2 -0.9 0.1 0.136
H -4.601 -1.162 0.898 -0.8 0.1 0.7 0.088
```
Forces are in eV/Å.

Computed properties:
SMILES ... COC(=O)c1ccccc1NCCO
Electronic energy ... -669.26467 Ha
Lowest unoccupied orbital energy ... 0.5 eV
Strongest force on any atom ... 2.68 eV/A
Energy above the lowest of the compared OMol25 structures with the same formula, charge and spin ... 2.431 eV


- Which value of lowest unoccupied orbital energy does entry 2 give?
  0.5 eV